(1)
CH6N2O | ωB97M-V/def2-TZVPD

CARTESIAN COORDINATES (ANGSTROEM)
C: 0.393 0.222 -0.443
N: 1.283 2.821 -2.811
N: -0.982 -1.440 1.807
O: 1.519 2.859 -3.950
H: 1.046 0.360 0.347
H: -0.645 0.476 -0.271
H: 0.629 -0.736 -0.873
H: -1.996 -1.528 1.836
H: -0.566 -2.341 1.943
H: -0.681 -0.694 2.416

The LUMO energy (spin up / spin down) comes out at -0.003 / 0.016 Ha. For the energy above the lowest of the compared OMol25 structures with the same formula, charge and spin, the calculation gives 508.09 kJ/mol. The HOMO energy (spin up / spin down) is -8.56 / -8.49 eV. Its HOMO-LUMO gap (spin up / spin down) is 8.5 / 8.9 eV.


(2)
CH6N2O | ωB97M-V/def2-TZVPD

CARTESIAN COORDINATES (ANGSTROEM)
H: -1.511 1.173 -1.304
N: -0.785 0.601 -0.887
C: -0.598 1.011 0.305
N: 0.299 0.380 1.136
H: -1.151 1.814 0.791
H: 0.803 -0.405 0.762
H: 0.768 0.927 1.832
O: 1.110 -1.882 -0.994
H: 0.474 -1.178 -1.256
H: 0.591 -2.441 -0.385

The LUMO energy comes out at 0.035 Ha. For the energy above the lowest of the compared OMol25 structures with the same formula, charge and spin, the calculation gives 39.89 kJ/mol. The structure (SMILES) is [H]/N=C/N.O. The HOMO energy is -9.65 eV. Its HOMO-LUMO gap is 10.6 eV.


(3)
CH6N2O2 | ωB97M-V/def2-TZVPD

CARTESIAN COORDINATES (ANGSTROEM)
N: -0.747 -0.339 2.099
C: -0.226 -0.501 0.838
N: 0.739 0.443 0.468
O: -0.490 -1.453 0.140
H: -0.524 0.526 2.557
H: -1.358 -1.057 2.432
H: 0.622 1.355 0.885
H: 0.836 0.458 -0.542
O: 0.369 0.277 -2.556
H: -0.143 0.649 -3.288
H: 0.922 -0.357 -3.033

The LUMO energy comes out at 0.027 Ha. For the energy above the lowest of the compared OMol25 structures with the same formula, charge and spin, the calculation gives 45.83 kJ/mol. The structure (SMILES) is NC(N)=O.O. The HOMO energy is -9.63 eV. Its HOMO-LUMO gap is 10.4 eV.


(4)
CH6N2O2 | ωB97M-V/def2-TZVPD

CARTESIAN COORDINATES (ANGSTROEM)
N: 0.289 -1.716 1.170
C: 0.100 -0.713 0.238
N: -1.167 -0.105 0.108
O: 1.010 -0.324 -0.492
H: -0.419 -2.158 1.693
H: 1.192 -2.184 1.115
H: -1.733 0.181 0.878
H: -1.103 0.646 -0.629
O: 0.379 2.150 -1.531
H: 0.873 1.340 -1.525
H: 0.578 2.883 -1.024

The LUMO energy comes out at 0.029 Ha. For the energy above the lowest of the compared OMol25 structures with the same formula, charge and spin, the calculation gives 59.52 kJ/mol. The structure (SMILES) is NC(N)=O.O. The HOMO energy is -10.03 eV. Its HOMO-LUMO gap is 10.8 eV.


(5)
CH6N2O2S | ωB97M-V/def2-TZVPD

CARTESIAN COORDINATES (ANGSTROEM)
N: 0.803 -1.723 -0.768
C: -0.419 -1.269 -0.810
O: -1.176 -1.171 0.121
H: 1.119 -2.209 0.175
H: 1.465 -1.882 -1.463
H: -0.763 -0.880 -1.881
N: 0.234 1.500 1.595
S: 0.413 1.722 -0.038
O: -1.137 1.852 -0.585
H: 0.820 0.813 2.069
H: 0.150 2.253 2.250
H: -1.508 0.996 -0.664

The LUMO energy comes out at 0.025 Ha. For the energy above the lowest of the compared OMol25 structures with the same formula, charge and spin, the calculation gives 18.08 kJ/mol. The structure (SMILES) is NC=O.NSO. The HOMO energy is -8.30 eV. Its HOMO-LUMO gap is 9.0 eV.


(6)
CH6N2O3S | ωB97M-V/def2-TZVPD

CARTESIAN COORDINATES (ANGSTROEM)
C: 0.575 -0.619 2.058
S: 0.390 -0.635 0.283
O: 1.592 -0.897 -0.452
O: -0.671 -1.386 -0.244
O: -0.002 0.934 0.162
H: -0.341 -0.130 2.364
H: 0.644 -1.607 2.531
H: 1.405 0.107 2.394
H: -0.425 1.160 -0.778
H: -0.089 2.199 -2.945
N: 0.151 1.334 -2.555
N: -0.002 0.410 -3.337
H: 0.344 -0.507 -2.793

The LUMO energy comes out at 0.011 Ha. For the energy above the lowest of the compared OMol25 structures with the same formula, charge and spin, the calculation gives 182.77 kJ/mol. The structure (SMILES) is CS(=O)(=O)O.[H]/N=N/[H]. The HOMO energy is -9.82 eV. Its HOMO-LUMO gap is 10.1 eV.


(7)
CH6N2O4S2 | ωB97M-V/def2-TZVPD

CARTESIAN COORDINATES (ANGSTROEM)
C: 0.916 1.608 0.894
N: -2.349 -1.475 -0.829
N: 2.403 0.321 -0.987
O: -1.139 -1.188 1.484
O: -2.110 0.802 0.260
O: -0.096 -0.486 -0.670
O: 1.479 -0.765 1.191
S: -1.348 -0.432 0.244
S: 1.206 0.218 0.193
H: 0.747 2.516 0.369
H: 0.239 1.608 1.673
H: -3.189 -0.926 -0.699
H: -2.508 -2.459 -0.640
H: 3.187 0.912 -0.667
H: 2.562 -0.254 -1.816

The LUMO energy comes out at 0.004 Ha. For the energy above the lowest of the compared OMol25 structures with the same formula, charge and spin, the calculation gives 198.68 kJ/mol. The HOMO energy is -9.34 eV. Its HOMO-LUMO gap is 9.5 eV.


(8)
CH6N2OS2 | ωB97M-V/def2-TZVPD

CARTESIAN COORDINATES (ANGSTROEM)
C: 1.150 4.735 -1.131
N: -2.481 -4.095 0.870
N: 0.173 3.968 -1.046
O: 2.797 -2.861 1.622
S: 1.756 -1.126 -0.437
S: 1.720 -2.714 0.701
H: 1.342 5.828 -0.655
H: 2.002 4.328 -1.445
H: -1.966 -4.864 0.494
H: -2.772 -3.431 0.217
H: -3.083 -4.283 1.616
H: -0.636 4.515 -0.805

The LUMO energy comes out at -0.064 Ha. For the energy above the lowest of the compared OMol25 structures with the same formula, charge and spin, the calculation gives 323.16 kJ/mol. The HOMO energy is -9.71 eV. Its HOMO-LUMO gap is 8.0 eV.


Which formula does entry 5 have?
CH6N2O2S